No. 1
A structure of composition C3H6N2O2, computed with the ωB97M-V functional and the def2-TZVPD basis.

XYZ file:
```
13
C3H6N2O2 the ωB97M-V functional and the def2-TZVPD basis
N -1.3766 0.5972 -0.6104
C -1.4176 -0.0306 0.5956
O -2.3910 -0.0274 1.3259
C -0.1421 -0.7773 0.9921
O 1.0090 0.0832 1.1640
C 1.8767 0.2804 0.1893
N 1.4458 -0.0754 -1.0520
H -2.2416 0.9900 -0.9492
H -0.6372 0.3751 -1.2640
H 0.0875 -1.5538 0.2561
H -0.3186 -1.2154 1.9731
H 1.7304 1.1518 -0.7178
H 2.2615 -0.0429 -1.6682
```

## Properties
E_HOMO ... -0.3387 Eh
Net charge ... 0
Gap between HOMO and LUMO ... 0.364 Ha
Lowest unoccupied orbital energy ... 0.699 eV
Energy relative to the best compared isomer or geometry (same formula, charge and spin) ... 463.5 kJ/mol


No. 2
An isolated molecule of C3H6N2O2 at a distorted geometry, computed with the ωB97M-V functional and the def2-TZVPD basis.

XYZ file:
```
13
C3H6N2O2 the ωB97M-V functional and the def2-TZVPD basis
H -1.2248 2.0052 0.3912
N -0.2429 1.7379 0.4012
C 0.0064 0.5455 0.2881
C -0.5078 -0.7164 -0.1807
N -2.1181 -0.3762 0.0664
C 1.7306 0.0298 0.0826
O 2.2906 -0.7906 0.7604
O 2.3706 0.8382 -0.7758
H -0.2107 -1.5575 0.4471
H -0.3936 -0.8596 -1.2522
H -2.6688 -0.9438 -0.5696
H -2.3654 -0.6408 1.0161
H 3.3340 0.7283 -0.6748
```

## Properties
E_HOMO ... -0.3376 Eh
Net charge ... 0
Gap between HOMO and LUMO ... 0.361 Ha
Lowest unoccupied orbital energy ... 0.634 eV
Energy relative to the best compared isomer or geometry (same formula, charge and spin) ... 339.7 kJ/mol
SMILES ... [H]/N=C(\CN)C(=O)O


No. 3
An isolated molecule of C3H6N2O2 at a distorted geometry, computed with the ωB97M-V functional and the def2-TZVPD basis.

XYZ file:
```
13
C3H6N2O2 the ωB97M-V functional and the def2-TZVPD basis
N -1.0360 1.1187 -1.6021
C -0.2946 1.3962 -0.5048
O -0.6071 2.2570 0.3095
N 0.4632 0.2964 -0.0028
C -0.3640 -0.8871 0.2801
C 0.4641 -2.1179 0.6730
O 1.5963 -2.0655 1.0216
H -1.6864 1.8807 -1.7439
H -0.7627 0.6615 -2.4488
H 1.0150 0.5020 0.8118
H -0.8580 -1.2862 -0.6013
H -1.0465 -0.5740 1.0844
H -0.0724 -3.0442 0.3500
```

## Properties
E_HOMO ... -0.3435 Eh
Net charge ... 0
Gap between HOMO and LUMO ... 0.369 Ha
Lowest unoccupied orbital energy ... 0.694 eV
Energy relative to the best compared isomer or geometry (same formula, charge and spin) ... 187.4 kJ/mol
SMILES ... NC(=O)NCC=O


No. 4
An isolated molecule of C3H6N2O2 at a distorted geometry, computed with the ωB97M-V functional and the def2-TZVPD basis.

XYZ file:
```
13
C3H6N2O2 the ωB97M-V functional and the def2-TZVPD basis
C -0.1613 1.6765 -0.0496
C -0.1089 0.3848 -0.3033
C 0.9014 -0.6015 -0.5106
N 1.4350 -1.1088 0.6996
N -1.6840 -0.2367 -0.2149
O -2.4662 0.3852 0.5593
O -1.9586 -1.1707 -0.9884
H -1.1229 2.0942 0.2893
H 0.6714 2.3725 -0.0313
H 0.2470 -1.3666 -0.9203
H 1.6467 -0.4451 -1.2123
H 1.8236 -0.4091 1.3340
H 0.7768 -1.5746 1.3485
```

## Properties
E_HOMO ... -0.3631 Eh
Net charge ... 0
Gap between HOMO and LUMO ... 0.356 Ha
Lowest unoccupied orbital energy ... -0.197 eV
Energy relative to the best compared isomer or geometry (same formula, charge and spin) ... 574.1 kJ/mol
SMILES ... C=C(CN)[N+](=O)[O-]


No. 5
A structure of composition C3H6N2O2 at a distorted geometry, computed with the ωB97M-V functional and the def2-TZVPD basis.

XYZ file:
```
13
C3H6N2O2 the ωB97M-V functional and the def2-TZVPD basis
N -0.4856 0.5718 0.0626
C 1.3279 0.0439 0.2069
N -0.7449 1.1224 -1.2311
O 1.7329 0.5561 1.4055
O 1.9508 0.1274 -0.8278
H 2.6320 0.8967 1.2643
H -0.6689 1.2274 0.8215
H -1.5718 0.6556 -1.5982
H 0.0485 0.8385 -1.8122
C -0.8516 -0.8094 0.3400
C -1.8451 -1.5568 0.3801
H -2.1430 -2.5773 0.5151
H 0.6187 -1.0963 0.4732
```

## Properties
E_HOMO (spin up / spin down) ... -0.3226 / -0.3226 Eh
Net charge ... 0
Gap between HOMO and LUMO (spin up / spin down) ... 0.324 / 0.324 Ha
Lowest unoccupied orbital energy (spin up / spin down) ... 0.047 / 0.046 eV
Energy relative to the best compared isomer or geometry (same formula, charge and spin) ... 698.3 kJ/mol


No. 6
An isolated molecule of C3H6N2O2, computed with the ωB97M-V functional and the def2-TZVPD basis.

XYZ file:
```
13
C3H6N2O2 the ωB97M-V functional and the def2-TZVPD basis
H -1.7265 -2.1513 1.6069
N -1.7170 -1.3869 0.9359
C -0.7093 -1.4755 0.1935
O -0.5882 -0.5439 -0.8255
C 0.2645 0.4723 -0.5373
N 0.5416 1.1951 -1.6550
C 0.5453 0.9750 0.7827
O 1.3253 -0.1739 0.5985
H 0.0904 -2.2178 0.1916
H 0.3545 0.8261 -2.5739
H 0.8929 2.1330 -1.5768
H -0.2516 0.9834 1.5293
H 1.1414 1.8946 0.7837
```

## Properties
E_HOMO ... -0.3400 Eh
Net charge ... 0
Gap between HOMO and LUMO ... 0.374 Ha
Lowest unoccupied orbital energy ... 0.936 eV
Energy relative to the best compared isomer or geometry (same formula, charge and spin) ... 355.7 kJ/mol
SMILES ... [H]/N=C/O[C@@]1(N)CO1